# 1
Computed, not measured: the molecule C8H8BrClO2 in a non-equilibrium geometry, with ωB97M-V with the def2-TZVPD basis set.

Output
E_HOMO: -9.470 eV
ΔE to the lowest compared entry with this formula, charge and spin: 0.00 kJ/mol
lowest unoccupied orbital energy: 0.0 eV
gap between HOMO and LUMO: 0.349 Ha

ORCA input file:
```
! wB97M-V def2-TZVPD RIJCOSX def2/J DEFGRID3
* xyz 0 1
Br -0.22 3.27 0.01
Cl -2.23 2.38 -2.73
O -1.96 -0.17 -2.95
O 0.78 1.35 -2.00
C -1.85 0.74 -2.21
C 2.05 0.73 -2.15
C -1.74 0.16 0.24
C -1.17 0.30 1.58
C -1.17 0.70 -0.87
C 0.38 0.30 1.52
C 0.20 1.33 -0.72
C 0.98 0.77 0.43
H -1.25 1.27 2.06
H 2.06 0.73 0.40
H 1.02 0.32 2.40
H -2.76 -0.22 0.23
H -1.64 -0.49 2.23
H 2.07 0.62 -3.28
H 2.90 1.43 -1.99
H 2.00 -0.30 -1.81
*
```



# 2
Computed, not measured: a structure of composition ClO4Ti in a non-equilibrium geometry, with ωB97M-V with the def2-TZVPD basis set.

Output
E_HOMO (alpha / beta): -7.949 / -10.278 eV
expectation value of S²: 3.751
ΔE to the lowest compared entry with this formula, charge and spin: 151.02 kJ/mol
lowest unoccupied orbital energy (alpha / beta): -1.3 / -0.9 eV
gap between HOMO and LUMO (alpha / beta): 0.244 / 0.344 Ha

ORCA input file:
```
! wB97M-V def2-TZVPD RIJCOSX def2/J DEFGRID3
* xyz 0 4
Ti 2.39 0.26 -0.25
Cl -0.50 -0.11 -0.02
O -1.82 0.35 0.04
O -0.09 -1.39 -0.68
O 0.11 1.04 -0.50
O -0.10 -0.15 1.41
*
```



# 3
Computed, not measured: a cluster of 2 separate species, C2H3F2N in total in a non-equilibrium geometry, with ωB97M-V with the def2-TZVPD basis set.

Output
E_HOMO (alpha / beta): -11.822 / -9.621 eV
ΔE to the lowest compared entry with this formula, charge and spin: 673.94 kJ/mol
lowest unoccupied orbital energy (alpha / beta): -2.2 / -3.0 eV
gap between HOMO and LUMO (alpha / beta): 0.352 / 0.243 Ha

ORCA input file:
```
! wB97M-V def2-TZVPD RIJCOSX def2/J DEFGRID3
* xyz 0 1
F 1.85 -1.25 0.08
F -2.45 -0.68 -0.15
N 0.52 -0.73 -0.23
C -0.19 -0.10 0.72
C 0.29 0.71 -0.37
H -0.28 0.93 -1.29
H 1.06 1.33 -0.29
H -0.79 -0.21 1.53
*
```



# 4
Computed, not measured: the molecule C7H11NO in a non-equilibrium geometry, with ωB97M-V with the def2-TZVPD basis set.

Output
E_HOMO: -8.041 eV
ΔE to the lowest compared entry with this formula, charge and spin: 462.79 kJ/mol
lowest unoccupied orbital energy: -0.2 eV
gap between HOMO and LUMO: 0.290 Ha

ORCA input file:
```
! wB97M-V def2-TZVPD RIJCOSX def2/J DEFGRID3
* xyz 0 1
O -1.94 -1.09 1.23
N 1.53 0.85 -1.12
C 0.36 -0.67 0.40
C -1.81 1.99 -0.41
C -1.01 1.01 -0.84
C 1.17 -1.11 1.59
C -1.15 -0.82 0.34
C 0.54 0.71 -0.13
C -0.29 -1.67 -0.53
H 0.71 -1.99 2.05
H 1.61 0.07 -1.76
H -0.26 -2.71 -0.23
H 1.18 -0.33 2.36
H 2.18 1.62 -0.97
H -1.95 2.19 0.65
H -0.31 -1.52 -1.61
H 2.20 -1.33 1.31
H 0.63 1.45 0.66
H -2.42 2.57 -1.11
H -0.99 0.78 -1.90
*
```



# 5
Computed, not measured: a structure of composition C8H12Cl2N2O3RhSTm in a non-equilibrium geometry, with ωB97M-V with the def2-TZVPD basis set.

Output
E_HOMO (alpha / beta): -23.421 / -23.656 eV
expectation value of S²: 12.080
ΔE to the lowest compared entry with this formula, charge and spin: 0.00 kJ/mol
lowest unoccupied orbital energy (alpha / beta): -15.9 / -18.8 eV
gap between HOMO and LUMO (alpha / beta): 0.278 / 0.178 Ha

ORCA input file:
```
! wB97M-V def2-TZVPD RIJCOSX def2/J DEFGRID3
* xyz 4 7
Tm -0.57 0.46 -2.76
Rh 0.53 0.17 2.12
Cl -1.89 2.48 -2.97
Cl 0.76 -0.86 -4.46
S 0.80 0.86 -0.23
O -3.60 -1.10 -1.73
O -0.36 -2.63 2.41
O -0.48 -2.73 -0.98
N 2.43 2.40 1.51
N 0.14 2.93 1.47
C -0.04 -1.51 2.33
C -2.60 -0.60 -2.06
C 1.11 2.02 1.19
C 2.71 2.15 2.94
C -0.42 -1.67 -1.44
C 3.49 1.89 0.65
C -1.27 2.61 1.27
C 0.47 4.22 2.08
H -1.45 1.54 1.47
H 4.43 2.28 1.05
H -0.01 5.03 1.51
H 2.29 1.17 3.28
H 0.12 4.26 3.12
H -1.62 2.84 0.25
H 3.34 2.24 -0.37
H 3.53 0.79 0.64
H 3.80 2.16 3.04
H 2.27 2.95 3.53
H 1.55 4.36 2.04
H -1.85 3.21 1.99
*
```



# 6
Computed, not measured: the molecule C2H3N3S in a non-equilibrium geometry, with ωB97M-V with the def2-TZVPD basis set.

Output
E_HOMO: -9.454 eV
ΔE to the lowest compared entry with this formula, charge and spin: 117.71 kJ/mol
lowest unoccupied orbital energy: 0.5 eV
gap between HOMO and LUMO: 0.365 Ha

ORCA input file:
```
! wB97M-V def2-TZVPD RIJCOSX def2/J DEFGRID3
* xyz 0 1
S 0.59 -2.16 -0.93
N -0.68 0.94 1.24
N -0.25 -0.40 0.97
N 0.24 0.71 -0.87
C -0.23 1.53 0.08
C 0.14 -0.47 -0.28
H -0.70 -1.19 1.44
H 1.43 -1.51 -1.97
H -0.55 2.53 0.32
*
```



> ΔE to the lowest compared entry with this formula, charge and spin of number 1 (C8H8BrClO2)?

0.00 kJ/mol